Entry 1:
Molecular formula: C8H16PS
Method: DFT, wB97M-V/def2-TZVPD

Electronic energy ... -28670.6351 eV
Total charge ... +1
LUMO energy ... -0.137 hartree
HOMO ... -13.536 eV

Last columns: bonded neighbours and bond lengths (Å).
Element x y z (Å)
1 S -2.414 -0.093 -0.299  P2 2.075, C5 1.898
2 P -0.514 0.363 0.399  S1 2.075, C5 1.858, C6 1.919, C9 1.994
3 C 0.674 -1.522 -1.335  C6 1.577, C8 1.502, H11 1.149, H26 1.112
4 C 1.968 -0.915 0.420  C6 1.576, C8 1.615, H13 1.067, H19 1.070
5 C -1.999 0.293 1.512  S1 1.898, P2 1.858, C7 1.536, H21 1.153
6 C 0.451 -1.286 0.208  P2 1.919, C3 1.577, C4 1.576, H12 1.079
7 C -2.187 -0.926 2.428  C5 1.536, H15 1.100, H16 1.148, H23 1.045
8 C 2.044 -0.922 -1.193  C3 1.502, C4 1.615, H20 1.086, H22 1.101
9 C 0.236 2.096 -0.239  P2 1.994, C10 1.556, H14 1.014, H24 1.078
10 C -0.027 2.256 -1.764  C9 1.556, H17 1.095, H18 1.074, H25 1.042
11 H 0.493 -2.644 -1.508  C3 1.149
12 H -0.034 -2.092 0.734  C6 1.079
13 H 2.217 0.041 0.823  C4 1.067
14 H 1.208 1.991 0.031  C9 1.014
15 H -3.258 -0.964 2.671  C7 1.100
16 H -1.677 -1.851 1.978  C7 1.148
17 H 0.677 1.569 -2.244  C10 1.095
18 H -1.078 2.265 -1.989  C10 1.074
19 H 2.520 -1.681 0.925  C4 1.070
20 H 2.984 -1.323 -1.558  C8 1.086
21 H -2.466 1.277 1.889  C5 1.153
22 H 1.962 0.131 -1.506  C8 1.101
23 H -1.684 -0.945 3.344  C7 1.045
24 H -0.452 2.737 0.287  C9 1.078
25 H 0.412 3.171 -1.999  C10 1.042
26 H -0.055 -1.023 -2.011  C3 1.112

What are the Löwdin partial charges on each atom? They are as follows, in elementary charge units: 0.687 0.875 -0.189 -0.126 -0.663 -0.349 -0.150 -0.150 -0.218 -0.101 0.148 0.095 0.076 0.029 0.096 0.087 0.069 0.073 0.103 0.114 0.117 0.084 0.054 0.081 0.063 0.096

Entry 2:
Molecular formula: C8H16Si
Method: DFT, wB97M-V/def2-TZVPD

Electronic energy ... -16430.7436 eV
LUMO energy ... 0.032 hartree
HOMO ... -8.407 eV

Last columns: bonded neighbours and bond lengths (Å).
Element x y z (Å)
1 Si -1.620 -0.057 0.215  C2 2.296, C3 1.905, C7 1.890, C8 1.937
2 C 0.335 0.100 -0.980  Si1 2.296, C9 1.600, H16 1.076, H24 1.076
3 C -0.432 -0.188 1.698  Si1 1.905, C4 1.332, H19 1.171
4 C 0.868 -0.008 1.472  C3 1.332, C9 1.512, H17 1.018
5 C 2.192 1.313 -0.135  C9 1.508, H12 1.018, H13 1.056, H25 1.002
6 C 2.338 -1.330 -0.132  C9 1.577, H15 1.185, H18 1.072, H21 1.043
7 C -2.632 -1.575 -0.276  Si1 1.890, H11 1.158, H14 1.046, H20 1.141
8 C -2.432 1.641 -0.244  Si1 1.937, H10 1.052, H22 1.064, H23 1.024
9 C 1.508 -0.010 0.102  C2 1.600, C4 1.512, C5 1.508, C6 1.577
10 H -2.590 1.625 -1.284  C8 1.052
11 H -3.769 -1.357 -0.320  C7 1.158
12 H 1.515 2.044 0.070  C5 1.018
13 H 2.656 1.315 -1.084  C5 1.056
14 H -2.403 -1.993 -1.208  C7 1.046
15 H 1.585 -2.241 -0.217  C6 1.185
16 H 0.310 1.126 -1.304  C2 1.076
17 H 1.511 0.056 2.259  C4 1.018
18 H 3.080 -1.414 0.636  C6 1.072
19 H -0.940 -0.151 2.753  C3 1.171
20 H -2.321 -2.484 0.340  C7 1.141
21 H 2.999 -1.111 -0.910  C6 1.043
22 H -3.371 1.854 0.211  C8 1.064
23 H -1.779 2.375 0.045  C8 1.024
24 H 0.622 -0.491 -1.832  C2 1.076
25 H 2.937 1.416 0.527  C5 1.002

What are the Löwdin partial charges on each atom? They are as follows, in elementary charge units: 0.757 -0.117 -0.169 -0.155 -0.067 -0.031 -0.224 -0.172 -0.572 0.013 0.054 0.060 0.088 -0.018 0.135 0.025 0.076 0.060 0.083 0.047 0.045 0.010 -0.013 0.043 0.044

Computed HOMO-LUMO gap (eV) in order:
9.82, 9.27